Formula: C22H35NO3P2PdS
Source: OMol25
Level of theory: ωB97M-V/def2-TZVPD

Net charge   0
2S+1   3
Highest occupied orbital energy (spin up / spin down)   -0.1973 / -0.2488 Ha
Energy above the lowest of the compared OMol25 structures with the same formula, charge and spin   179.91 kJ/mol

Positions of all 65 atoms, in Å:
P (1.86588, 4.16492, -2.84789)
P (2.27882, 0.56323, -2.89409)
C (2.97366, 3.12830, -3.86998)
C (2.44962, 1.76848, -4.30715)
H (3.92545, 3.04751, -3.32139)
H (3.16852, 3.73152, -4.77441)
H (1.48065, 1.85516, -4.82789)
H (3.16500, 1.28683, -4.99379)
C (4.11551, -0.01261, -2.99573)
H (4.52520, -0.87372, -2.40593)
H (4.73935, 0.85156, -2.75280)
H (4.18133, -0.32551, -4.04236)
C (1.13026, -0.53556, -3.81338)
H (1.64146, -0.90478, -4.70727)
H (0.28274, 0.10425, -4.09341)
H (0.74305, -1.37119, -3.21921)
C (2.87041, 5.40617, -1.95919)
H (2.24102, 6.00607, -1.28525)
H (3.31364, 6.09095, -2.70162)
H (3.68433, 4.94346, -1.38377)
C (1.20760, 5.32253, -4.11919)
H (1.12132, 4.83519, -5.09897)
H (1.92840, 6.14639, -4.22608)
H (0.24651, 5.78198, -3.86887)
Pd (2.99752, -0.75644, -1.38198)
C (-0.53820, 2.64739, -2.34075)
C (0.46543, 3.55837, -1.77081)
C (-0.02628, 4.35947, -0.52619)
C (-1.50700, 4.76095, -0.63931)
C (-1.88426, 5.62067, -1.81483)
C (-2.37191, 5.26924, -3.01351)
C (-2.03531, 4.13505, -3.92842)
C (-1.62561, 2.78046, -3.27412)
C (1.80432, 0.36299, -0.12632)
H (-0.40523, 1.61139, -1.97061)
H (1.14332, 2.80775, -1.26711)
H (0.63815, 5.20136, -0.28639)
H (0.05984, 3.66361, 0.32321)
H (-2.10070, 3.83142, -0.63560)
H (-1.73571, 5.34308, 0.26781)
H (-1.88311, 6.69056, -1.58449)
H (-3.07868, 5.96889, -3.47817)
H (-1.27140, 4.40851, -4.67667)
H (-2.94849, 3.91922, -4.51016)
H (-2.54444, 2.31856, -2.85907)
H (-1.33128, 2.10766, -4.11568)
H (0.82513, 0.43107, -0.60559)
H (2.27420, 1.34082, 0.02590)
H (1.72870, -0.19906, 0.81510)
O (3.64786, -2.54146, 1.20935)
C (2.73557, -3.06887, 0.56830)
N (2.43460, -2.74491, -0.73848)
S (1.13805, -3.51683, -1.44169)
O (0.06807, -2.58671, -1.73325)
O (1.54697, -4.44304, -2.46453)
C (0.79405, -4.38024, 0.06464)
C (-0.33189, -5.15548, 0.33798)
C (-0.48513, -5.66250, 1.63342)
C (0.45886, -5.36887, 2.62905)
C (1.55623, -4.55417, 2.33141)
C (1.74086, -4.08623, 1.02550)
H (-1.06188, -5.33747, -0.44124)
H (-1.33983, -6.28802, 1.88106)
H (0.32064, -5.74284, 3.64360)
H (2.27507, -4.22745, 3.07738)



Formula: C4H10BN
Source: OMol25
Level of theory: ωB97M-V/def2-TZVPD

Net charge   0
Highest occupied orbital energy   -0.3401 Ha
Energy above the lowest of the compared OMol25 structures with the same formula, charge and spin   126.83 kJ/mol

Positions of all 16 atoms, in Å:
B (-0.41441, 1.65480, -0.31814)
C (-0.45384, 0.81292, -1.61837)
C (0.79572, -0.43877, -0.83192)
C (0.55860, -0.34012, 0.64305)
C (-0.33612, -1.47419, 1.22078)
N (-0.07232, 0.96312, 0.88085)
H (-0.99719, 2.67381, -0.14396)
H (-1.28592, 0.27320, -2.07908)
H (0.25220, 1.25270, -2.32299)
H (0.65625, -1.40773, -1.25498)
H (1.73740, -0.04268, -1.14745)
H (1.52301, -0.33579, 1.19737)
H (-0.76256, -1.08503, 2.11771)
H (0.40429, -2.21903, 1.21884)
H (-1.24980, -1.54647, 0.60805)
H (-0.35530, 1.25927, 1.83025)



Formula: C3H9N3O3P
Source: OMol25
Level of theory: ωB97M-V/def2-TZVPD

Net charge   -1
Highest occupied orbital energy   -0.1325 Ha
Energy above the lowest of the compared OMol25 structures with the same formula, charge and spin   207.04 kJ/mol

Positions of all 19 atoms, in Å:
C (-1.00950, -3.38112, -1.06810)
C (1.74793, 0.39906, -1.13061)
C (0.54999, -0.54381, -1.17860)
N (-1.52207, -1.47200, 1.95444)
N (-1.44693, 1.05571, 1.40358)
N (0.18467, -1.04585, 0.15812)
O (-1.05614, -3.92594, -0.04677)
O (-1.07896, -2.91135, -2.11162)
O (-2.44827, -0.59443, -0.35854)
P (-1.32750, -0.57152, 0.60125)
H (1.77608, 1.47279, -0.73251)
H (2.61059, 0.03107, -0.68472)
H (1.92979, 0.75384, -2.12252)
H (-0.23957, 0.00799, -1.59238)
H (0.93980, -1.42138, -1.80892)
H (-1.90717, -1.07131, 2.77646)
H (-0.62136, -1.65776, 2.21078)
H (-2.48500, 1.15679, 1.30013)
H (-1.06143, 1.74387, 0.73118)



Formula: C28H30IrN5PS2
Source: OMol25
Level of theory: ωB97M-V/def2-TZVPD

Net charge   +2
2S+1   2
Highest occupied orbital energy (spin up / spin down)   -0.5216 / -0.5027 Ha
Energy above the lowest of the compared OMol25 structures with the same formula, charge and spin   285.12 kJ/mol

Positions of all 67 atoms, in Å:
Ir (-0.36236, 0.20001, -0.10461)
C (1.08823, -2.40916, 0.81182)
C (0.02348, -2.16677, 1.91215)
N (-1.15877, -1.47647, 1.38410)
C (-2.22442, -2.35353, 0.87334)
C (-2.90245, -1.70996, -0.33026)
N (-1.93057, -1.10698, -1.26013)
C (-1.17392, -2.03863, -2.11141)
C (-0.05632, -2.75224, -1.36583)
N (0.70689, -1.83378, -0.49592)
H (1.29409, -3.47583, 0.70718)
H (2.01291, -1.93467, 1.13737)
H (0.46376, -1.53739, 2.68155)
H (-0.25787, -3.10822, 2.38817)
H (-1.55465, -0.88926, 2.11200)
H (-2.98098, -2.53757, 1.63814)
H (-1.80463, -3.32151, 0.61661)
H (-3.55364, -0.90717, 0.01651)
H (-3.51265, -2.46123, -0.83968)
H (-2.45199, -0.48250, -1.86851)
H (-0.74499, -1.45769, -2.92851)
H (-1.83305, -2.80044, -2.53871)
H (0.60215, -3.20836, -2.10617)
H (-0.46194, -3.55736, -0.76169)
H (1.56113, -1.57585, -0.97831)
S (-1.43492, 1.87760, 1.36457)
C (0.10714, 2.17457, 2.07056)
S (1.21433, 0.88670, 1.82805)
C (0.40392, 3.33881, 2.72663)
C (-0.52588, 4.40938, 2.62198)
N (-1.31065, 5.22276, 2.40365)
C (1.64346, 3.51579, 3.39112)
N (2.65152, 3.63158, 3.93268)
C (1.19123, 2.46550, -6.23339)
C (1.74951, 3.28984, -5.26684)
C (1.47994, 3.07910, -3.92421)
C (0.60832, 2.05818, -3.54854)
C (0.06177, 1.21934, -4.51989)
C (0.34917, 1.42855, -5.85757)
P (0.07319, 1.94351, -1.80878)
C (1.43586, 2.80812, -0.95559)
C (1.51685, 4.17560, -0.70572)
C (2.63818, 4.70162, -0.07354)
C (3.68893, 3.88089, 0.30487)
C (3.63751, 2.52190, 0.02450)
C (2.51623, 1.99116, -0.59773)
C (-1.47125, 2.90333, -1.74548)
C (-2.49697, 2.47731, -2.59149)
C (-3.74108, 3.08771, -2.54694)
C (-3.97824, 4.12191, -1.64947)
C (-2.97228, 4.52839, -0.78573)
C (-1.72583, 3.91674, -0.82018)
H (1.42420, 2.62579, -7.27699)
H (2.39735, 4.10811, -5.54952)
H (1.94870, 3.70979, -3.18444)
H (-0.58395, 0.39555, -4.23733)
H (-0.08301, 0.78581, -6.61234)
H (0.73283, 4.84508, -1.03283)
H (2.69734, 5.76716, 0.10399)
H (4.55405, 4.30033, 0.79936)
H (4.46458, 1.87805, 0.29277)
H (2.48968, 0.93748, -0.85189)
H (-2.32020, 1.67310, -3.29690)
H (-4.53088, 2.74971, -3.20441)
H (-4.94640, 4.60234, -1.61955)
H (-3.14467, 5.32812, -0.07753)
H (-0.96183, 4.25366, -0.13454)